No. 1
A molecular structure, C20H26AgN5OS2Se4. Source: OMol25; level of theory: the ωB97M-V functional and the def2-TZVPD basis.

Geometry as XYZ:
```
59
Properties=species:S:1:pos:R:3:forces:R:3
Ag 0.15335 1.07441 0.76817 -0.037 -0.046 -0.027
Se 0.36340 2.63315 2.72980 -0.022 0.007 -0.053
Se 2.25865 1.74780 3.82082 -0.033 -0.029 0.001
Se 2.82538 -0.08648 2.45021 0.111 0.042 0.040
Se 5.08386 0.18688 1.93771 -0.003 0.017 -0.037
C 0.21172 -2.47257 1.79211 -0.023 -0.061 -0.002
C -0.30637 -2.72950 0.38403 0.013 -0.019 0.037
N -1.66552 -2.25596 0.16736 -0.046 0.122 -0.084
C -2.74745 -3.05582 0.71215 -0.038 -0.029 0.078
C -3.32541 -2.51633 2.01844 -0.001 0.019 0.003
C -1.98380 -1.08597 -0.47156 0.263 -0.035 0.138
S -0.69231 -0.10554 -1.18821 -0.032 0.033 0.080
N -3.23229 -0.77796 -0.54869 -0.178 -0.094 -0.115
C -3.72067 0.34294 -1.16688 -0.021 -0.021 0.010
O -4.24403 0.32511 -2.26702 -0.035 0.058 0.001
C -3.72678 1.60846 -0.34387 0.036 0.006 -0.010
C -3.18004 1.65433 0.93306 0.003 0.021 0.037
C -3.15535 2.84452 1.64785 -0.007 -0.013 -0.021
C -3.69201 3.99520 1.08902 -0.002 -0.002 -0.013
C -4.25097 3.95362 -0.18387 0.004 0.014 0.022
C -4.26452 2.76594 -0.89696 0.008 -0.008 -0.010
H 1.26410 -2.75210 1.86618 -0.015 -0.021 -0.003
H -0.34911 -3.04564 2.53522 0.012 0.001 -0.003
H 0.13100 -1.41416 2.04692 -0.015 0.001 0.003
H -0.28924 -3.80352 0.17579 0.015 0.000 -0.046
H 0.33970 -2.25250 -0.34544 0.025 0.052 -0.014
H -2.34844 -4.06102 0.86882 -0.016 -0.008 0.003
H -3.54538 -3.11726 -0.03217 0.032 0.016 0.002
H -2.56488 -2.47284 2.79905 -0.018 0.002 -0.011
H -4.14406 -3.15371 2.36426 0.018 -0.013 0.000
H -3.72078 -1.51397 1.85953 0.000 -0.001 0.004
H -2.75127 0.76040 1.36767 -0.015 -0.001 -0.018
H -2.68605 2.86806 2.62347 -0.006 0.016 0.000
H -3.65986 4.92850 1.63841 -0.002 0.000 0.001
H -4.66230 4.85445 -0.62439 0.001 0.000 -0.001
H -4.67514 2.70982 -1.89666 0.000 0.000 0.001
C 3.53011 1.01198 -1.32536 0.007 0.041 0.007
C 3.13754 -0.39158 -1.63883 -0.002 0.043 0.003
C 2.27831 -0.73122 -2.64089 0.010 -0.045 -0.008
C 1.94707 -2.09131 -2.77392 -0.019 0.023 -0.019
N 2.49484 -3.04375 -2.05206 0.029 -0.020 -0.023
C 3.40678 -2.71965 -1.09423 -0.105 0.014 0.090
S 4.18482 -3.86856 -0.16305 0.027 -0.012 -0.015
N 3.65923 -1.38096 -0.88214 0.054 0.080 -0.104
C 0.87600 -2.49378 -3.74058 0.012 -0.033 0.007
H 2.76959 1.70311 -1.68305 -0.034 0.006 0.005
H 4.47361 1.25984 -1.81669 0.016 -0.028 0.010
H 3.68767 1.13230 -0.25326 -0.028 -0.003 0.005
H 1.79545 0.02886 -3.23598 0.000 -0.002 -0.005
H 4.26655 -1.11267 -0.09500 0.027 -0.106 0.062
H 0.97763 -1.95746 -4.68523 -0.011 0.001 -0.002
H -0.09205 -2.22239 -3.31004 0.007 0.020 -0.004
H 0.90880 -3.56785 -3.90875 0.002 0.002 0.000
C 3.67937 3.74391 1.19180 0.083 -0.004 0.092
C 3.95274 4.43776 -0.05988 -0.113 -0.054 -0.004
N 4.16679 4.98756 -1.04692 0.036 0.015 -0.008
H 4.11027 4.30806 2.01833 0.004 -0.026 0.010
H 4.13433 2.74882 1.19251 0.038 0.029 0.024
H 2.60744 3.63824 1.37289 -0.016 0.034 -0.115
```
Positions in Å, forces in eV/Å.

For the energy above the lowest of the compared OMol25 structures with the same formula, charge and spin, the calculation gives 0.0 kJ/mol. As for the HOMO energy: -1.53 eV. The largest force on an atom comes out at 0.3 eV Å⁻¹. As for the multiplicity: 1. As for the charge: -2.

No. 2
A molecular structure, C33H48AuBF3N2P2. Source: OMol25; level of theory: the ωB97M-V functional and the def2-TZVPD basis.

Geometry as XYZ:
```
90
Properties=species:S:1:pos:R:3:forces:R:3
Au 0.01526 -0.22958 0.15892 -0.374 -0.019 -0.746
C 0.86539 -1.72250 5.00200 -0.049 0.091 -0.010
C 1.23707 -1.37607 3.56085 0.589 0.175 -0.588
C 1.53621 -2.65743 2.75861 -0.037 -0.040 0.046
C 2.49144 -0.48878 3.53536 -0.029 -0.008 0.029
P -0.10507 -0.54596 2.59097 -1.237 0.123 -0.350
C -1.50833 -1.77344 2.79184 0.118 -0.106 0.193
N -1.68226 -2.41159 1.52390 -0.338 -0.211 0.089
B -1.16696 -1.89919 0.32316 0.785 -0.144 0.151
N -1.42548 -2.82850 -0.69701 -0.236 -0.349 0.075
C -0.98900 -2.68319 -2.04415 0.143 -0.016 -0.419
P -0.19365 -0.99238 -2.19470 -0.391 -0.934 0.702
C -1.38141 -0.09052 -3.29220 0.191 0.585 0.267
C -2.68798 -0.03839 -2.48011 0.008 -0.077 -0.021
C -0.86440 1.34565 -3.47879 -0.046 -0.027 -0.041
C -1.61938 -0.76339 -4.64480 0.019 -0.033 0.032
C 1.49550 -1.38521 -2.85149 0.152 0.493 0.182
C 2.10352 -2.41635 -1.87905 -0.021 -0.011 -0.053
C 1.46087 -1.94405 -4.27295 -0.042 -0.017 0.025
C 2.33054 -0.09568 -2.79306 0.041 -0.069 -0.072
C -2.06280 -3.93715 -0.11988 0.044 0.129 0.026
C -2.48257 -5.13041 -0.67420 -0.037 -0.067 -0.015
C -3.07706 -6.06462 0.16995 0.033 0.023 0.008
C -3.24401 -5.80672 1.52656 0.030 0.049 -0.002
C -2.81768 -4.60657 2.09015 -0.077 -0.053 0.004
C -2.22359 -3.67942 1.25613 -0.032 0.198 -0.016
C -0.78400 1.04431 3.26652 0.303 0.215 0.065
C -2.00952 1.39625 2.41107 -0.038 -0.128 -0.003
C -1.17626 0.95422 4.74453 -0.011 -0.073 -0.087
C 0.27122 2.14374 3.05843 0.031 -0.088 0.068
H 1.64961 -2.36859 5.40194 0.005 0.016 0.001
H -0.07680 -2.26022 5.09183 0.027 -0.038 0.018
H 0.81162 -0.83683 5.63075 0.021 -0.012 0.008
H 2.39113 -3.16442 3.20987 -0.014 0.015 0.026
H 1.79275 -2.42535 1.72227 0.024 -0.017 0.014
H 0.69913 -3.35811 2.75380 0.000 0.009 -0.007
H 3.35169 -1.07363 3.86641 -0.011 -0.002 0.009
H 2.39518 0.36455 4.20537 0.004 -0.002 -0.012
H 2.70264 -0.11675 2.53004 0.026 -0.007 0.006
H -2.40524 -1.25890 3.14249 -0.023 -0.020 -0.032
H -1.25438 -2.52815 3.53630 0.067 0.111 0.120
H -1.82523 -2.77081 -2.74092 0.039 0.036 -0.049
H -0.25356 -3.44624 -2.31111 -0.042 -0.022 -0.054
H -2.51427 0.31520 -1.46105 -0.040 0.046 -0.014
H -3.18663 -1.00809 -2.43191 0.023 -0.001 0.042
H -3.37049 0.66259 -2.96290 0.004 -0.018 -0.034
H -0.56458 1.78683 -2.52784 -0.027 0.034 -0.042
H -1.65804 1.96447 -3.90309 0.009 -0.050 -0.061
H -0.01226 1.38068 -4.15870 -0.013 -0.004 -0.007
H -1.78668 -1.83796 -4.56632 -0.051 0.020 -0.038
H -0.79279 -0.59687 -5.33108 -0.007 0.010 -0.004
H -2.51415 -0.32330 -5.08961 0.012 0.009 -0.004
H 1.87406 -3.43921 -2.17734 -0.035 0.002 0.046
H 1.76130 -2.27414 -0.84968 0.060 -0.006 0.005
H 3.18878 -2.30838 -1.88074 -0.001 -0.011 -0.039
H 0.74697 -2.76413 -4.37757 0.045 -0.016 -0.028
H 2.45235 -2.32915 -4.52034 -0.005 -0.002 0.007
H 1.21441 -1.17456 -5.00221 0.020 -0.003 0.003
H 2.33395 0.33235 -1.79130 0.047 0.013 -0.023
H 1.95481 0.66378 -3.47881 -0.003 0.006 0.017
H 3.36138 -0.32164 -3.07401 -0.025 -0.034 -0.044
H -2.34565 -5.34154 -1.72750 -0.021 0.017 0.008
H -3.40901 -7.01079 -0.23528 -0.009 0.016 -0.008
H -3.71475 -6.54971 2.15592 0.015 0.001 -0.003
H -2.95668 -4.41062 3.14606 0.003 0.009 -0.013
H -2.81519 0.66552 2.49785 -0.006 0.023 0.004
H -1.74624 1.50091 1.35607 0.002 0.068 0.013
H -2.40189 2.35592 2.75273 0.028 0.004 -0.011
H -1.78470 0.07415 4.96423 -0.015 0.033 0.034
H -1.76419 1.83645 5.00388 0.006 0.001 0.016
H -0.29936 0.94343 5.38963 -0.018 -0.016 0.007
H 0.61433 2.17442 2.02341 -0.035 0.073 0.039
H 1.13709 2.00119 3.70404 -0.028 0.039 0.036
H -0.17128 3.11207 3.30219 -0.014 -0.014 0.022
F 2.17212 9.07234 -0.73560 0.017 -0.040 -0.056
C 2.42678 8.23596 -1.75322 0.010 0.061 -0.028
F 1.75069 8.69196 -2.82618 0.039 -0.017 0.056
F 3.73661 8.34419 -2.04653 -0.070 0.003 0.016
C 2.05215 6.81559 -1.43509 0.005 0.007 0.033
C 1.42471 6.49264 -0.24283 -0.020 -0.021 0.013
C 1.08271 5.17518 0.01615 0.034 0.020 -0.029
C 1.36731 4.17458 -0.91343 -0.114 -0.064 -0.004
C 2.00849 4.51381 -2.10756 -0.035 0.023 -0.030
C 2.34490 5.82864 -2.36738 0.036 -0.017 -0.027
C 0.98526 2.81607 -0.63976 0.080 -0.060 0.045
C 0.66585 1.67358 -0.37914 0.500 0.193 0.479
H 1.20138 7.26663 0.47797 0.009 -0.008 -0.002
H 0.59334 4.91032 0.94378 -0.016 0.013 -0.007
H 2.23571 3.74183 -2.83088 -0.009 -0.009 0.014
H 2.83727 6.09316 -3.29462 0.001 -0.008 0.015
```
Positions in Å, forces in eV/Å.

For the energy above the lowest of the compared OMol25 structures with the same formula, charge and spin, the calculation gives 0.0 kJ/mol. As for the HOMO energy: -10.71 eV. The largest force on an atom comes out at 1.3 eV Å⁻¹. As for the multiplicity: 1. As for the charge: +1.

No. 3
2 unconnected molecules or ions with the total composition C3H9N2O2PS. Source: OMol25; level of theory: the ωB97M-V functional and the def2-TZVPD basis.

Geometry as XYZ:
```
18
Properties=species:S:1:pos:R:3:forces:R:3
C -2.00597 -0.95298 -0.97657 0.153 0.465 -1.020
C 0.84572 2.44663 0.15330 1.792 2.342 2.257
C -1.37304 -1.67793 1.22548 -3.736 0.659 1.764
N 1.77102 1.41077 0.43986 0.300 -3.854 -0.007
N -1.30215 -0.82585 0.11517 3.266 2.622 0.348
O -2.95707 -1.68548 -1.08591 -1.679 -1.164 -0.398
O 1.43513 0.19428 -1.97393 -0.229 0.670 0.596
P 1.56639 -0.04701 -0.41764 0.663 -1.531 2.763
S 2.73780 -1.54796 0.12982 -1.555 1.622 -0.485
H -1.71873 -0.29777 -1.82586 0.221 0.018 0.201
H 0.41580 2.20357 -0.73246 -1.925 0.009 -2.506
H 0.19532 2.61752 0.99229 -0.805 -0.138 -0.057
H 1.47549 3.34078 0.07874 -0.508 0.225 -0.417
H -2.05378 -2.53012 0.98364 0.804 0.256 0.432
H -0.40932 -1.90456 1.47074 2.594 -1.477 0.747
H -1.77256 -1.17744 2.25510 0.490 -0.717 -2.421
H 1.83682 1.14942 1.44427 0.248 0.231 -0.991
H 1.31313 -0.71586 -2.27604 -0.094 -0.240 -0.808
```
Positions in Å, forces in eV/Å.

For the energy above the lowest of the compared OMol25 structures with the same formula, charge and spin, the calculation gives 77.9 kJ/mol. As for the HOMO energy (spin up / spin down): -8.29 / -8.16 eV. The largest force on an atom comes out at 4.2 eV Å⁻¹. As for the multiplicity: 1.